DFT (ωB97M-V/def2-TZVPD) results for a structure of composition C28H29BN7PPb.

Computed properties:
electronic energy: -55146.9844 eV

Each line ends with the Mulliken charge.
Positions of all 67 atoms, in Å:
1 Pb 0.02 -1.84 -0.58  0.67
2 P 1.13 1.24 0.41  0.99
3 N -1.89 -1.13 -2.52  0.18
4 N -3.60 -1.59 0.11  -0.21
5 N -2.37 -1.10 0.49  0.35
6 N 0.15 0.43 -0.50  -0.80
7 N -3.21 -1.53 -2.40  -0.11
8 N -1.25 -3.31 -1.02  0.39
9 N -2.61 -3.53 -1.11  -0.13
10 C -0.01 1.89 4.27  -0.73
11 C 5.01 0.00 0.74  -0.75
12 C 1.18 5.80 -0.33  -0.44
13 C -2.56 -0.44 1.64  -0.09
14 C 3.35 1.18 -1.18  -0.38
15 C 0.99 -0.24 2.75  -0.01
16 C -1.80 -0.39 -3.64  -0.31
17 C -4.54 -1.27 1.03  -0.12
18 C -3.08 -0.33 -4.28  -1.15
19 C 2.09 5.23 0.56  -0.71
20 C 0.25 4.97 -0.97  -0.52
21 C 0.30 2.09 2.92  -0.48
22 C -3.89 -0.52 2.05  -1.16
23 C 1.16 3.03 0.16  -0.22
24 C 1.47 -1.93 -2.23  -1.09
25 C 0.78 1.02 2.16  0.49
26 C -3.93 -1.07 -3.46  -0.11
27 C 4.69 0.90 -1.49  -0.65
28 C -0.65 -4.54 -0.91  0.09
29 C 0.64 -0.44 4.09  -1.19
30 C -2.83 -4.85 -1.11  -0.03
31 C 0.23 3.59 -0.72  -0.42
32 C 5.51 0.29 -0.52  -0.50
33 C 0.16 0.63 4.85  -0.62
34 C 3.68 0.28 1.07  0.00
35 C -1.61 -5.52 -0.97  -1.25
36 C 2.09 3.86 0.82  -0.08
37 C 2.86 0.84 0.09  0.37
38 B -3.68 -2.42 -1.21  0.25
39 H 5.07 1.16 -2.48  0.40
40 H 1.46 -1.09 -2.92  0.29
41 H -0.89 0.11 -3.91  0.46
42 H -4.81 -2.78 -1.37  -0.12
43 H 1.33 -2.99 -2.54  0.30
44 H -5.56 -1.60 0.92  0.46
45 H 2.81 3.45 1.53  0.41
46 H -4.34 -0.10 2.93  0.41
47 H -0.09 0.47 5.90  0.38
48 H -4.98 -1.34 -3.55  0.40
49 H -3.84 -5.19 -1.20  0.45
50 H 3.30 0.10 2.07  0.46
51 H -0.49 2.93 -1.22  0.43
52 H 1.46 -1.06 2.19  0.55
53 H -0.37 2.72 4.86  0.41
54 H 5.64 -0.45 1.50  0.42
55 H 0.37 -2.46 1.05  -0.04
56 H 2.01 -1.77 -1.20  0.32
57 H -0.47 5.38 -1.67  0.40
58 H 0.78 -1.43 4.52  0.39
59 H 2.71 1.67 -1.92  0.40
60 H 0.42 -4.60 -0.78  0.45
61 H -3.33 0.18 -5.19  0.39
62 H -1.45 -6.59 -0.93  0.40
63 H 1.19 6.87 -0.53  0.38
64 H 0.19 3.07 2.48  0.37
65 H -1.73 0.09 2.12  0.21
66 H 2.82 5.88 1.06  0.38
67 H 6.54 0.07 -0.77  0.37